Model A:
A molecular structure, H24O12. Source: the Open Molecules 2025 dataset; level of theory: ωB97M-V with the def2-TZVPD basis set.

Structure (ORCA input):
```
! RIJCOSX wB97M-V def2-TZVPD def2/J DEFGRID3
* xyz 0 1
O 7.4125 11.7573 -27.0577
H 6.9797 11.5962 -27.8961
H 7.6092 12.6940 -27.0653
O 9.3458 11.5467 -26.8865
H 8.4455 11.8474 -27.0098
H 9.3558 10.6625 -27.2530
O 8.3547 11.2982 -22.6574
H 8.1672 11.6690 -21.7951
H 7.8335 11.8247 -23.2635
O 8.2143 13.1088 -25.5434
H 7.9702 12.2544 -25.1877
H 9.1670 13.0706 -25.6274
O 6.3846 14.0064 -24.8953
H 7.1862 13.6889 -25.3111
H 5.9887 14.5846 -25.5474
O 11.0151 12.6140 -27.1111
H 10.8524 13.2485 -27.8091
H 10.1981 12.1203 -27.0403
O 10.5050 13.6796 -25.2121
H 10.3267 12.9057 -24.6778
H 10.9298 13.3359 -25.9980
O 7.1084 9.8540 -26.1231
H 7.4183 10.7593 -26.1476
H 6.4171 9.8191 -26.7843
O 8.8624 14.9464 -24.3718
H 9.6382 14.3869 -24.4079
H 8.4109 14.6792 -23.5712
O 6.9419 12.3054 -23.6503
H 6.5584 12.9385 -24.2573
H 6.3999 12.3682 -22.8639
O 9.9533 15.0655 -26.5622
H 10.2845 14.5316 -25.8400
H 10.5855 15.7797 -26.6423
O 9.9782 11.9054 -24.2729
H 9.4360 12.3833 -23.6453
H 10.0923 11.0396 -23.8810
*
```

The value obtained for the HOMO energy is -9.13 eV.

---

Model B:
12 unconnected molecules or ions with the total composition H24O12. Source: the Open Molecules 2025 dataset; level of theory: ωB97M-V with the def2-TZVPD basis set.

Structure (ORCA input):
```
! RIJCOSX wB97M-V def2-TZVPD def2/J DEFGRID3
* xyz 0 1
O -2.2298 -0.8737 -0.6249
H -1.9691 -0.9554 0.2924
H -2.5081 -1.7548 -0.8748
O -2.7316 1.6192 -1.9497
H -1.8056 1.5955 -1.7083
H -3.0408 0.7253 -1.8028
O 0.7028 3.6098 0.4697
H 1.4134 3.8440 1.0667
H 0.1492 3.0159 0.9767
O 1.9506 -2.3955 -1.7014
H 1.4569 -2.7005 -0.9402
H 2.5940 -1.7850 -1.3413
O 0.2611 -3.3528 0.1393
H 0.7604 -3.9382 0.7088
H -0.2042 -2.7718 0.7412
O 3.5339 0.3111 -0.3200
H 2.6674 0.1239 0.0410
H 4.1285 0.2219 0.4247
O 0.0344 2.3066 -1.9649
H -0.0262 3.0272 -2.5921
H 0.1786 2.7346 -1.1209
O 1.2313 1.4293 3.8157
H 0.7145 1.3630 3.0127
H 0.7783 2.0906 4.3388
O -0.1292 -1.8391 -3.6350
H 0.4709 -1.3509 -3.0713
H 0.3727 -2.6051 -3.9135
O -1.0290 1.6964 1.5711
H -1.5719 1.1008 2.0875
H -1.5665 2.4815 1.4666
O -1.6407 -2.0010 1.7493
H -1.3480 -1.8906 2.6539
H -2.2597 -2.7303 1.7846
O 0.5907 -0.2045 0.1624
H -0.0735 -0.7827 -0.2127
H 0.1442 0.6352 0.2710
*
```

The value obtained for the HOMO energy is -10.08 eV.

---

Model C:
12 unconnected molecules or ions with the total composition H24O12. Source: the Open Molecules 2025 dataset; level of theory: ωB97M-V with the def2-TZVPD basis set.

Structure (ORCA input):
```
! RIJCOSX wB97M-V def2-TZVPD def2/J DEFGRID3
* xyz 0 1
O -1.2019 0.1040 -0.1758
H -0.7922 -0.7331 -0.1552
H -1.4598 0.1338 0.8196
O 3.5979 -2.7394 0.6476
H 3.5238 -2.8008 1.5763
H 2.6879 -2.8994 0.3620
O 3.4226 -0.0327 -1.2512
H 2.6513 -0.0327 -0.5814
H 3.4817 0.7725 -1.7231
O -2.6871 0.5599 2.0808
H -3.0806 -0.0536 1.4301
H -2.8418 1.4194 1.8243
O -0.8421 2.0535 2.6777
H -0.0345 1.7729 3.2042
H -1.1076 1.2081 2.3209
O -1.8458 -2.5423 3.0600
H -2.6489 -2.0215 3.1829
H -1.8229 -3.1466 3.8055
O -0.3218 2.1364 -0.5862
H -1.0291 1.8460 -0.1252
H 0.0750 2.8560 -0.1208
O 2.1106 3.7749 -1.6657
H 2.9102 3.4328 -1.1877
H 1.6337 2.9375 -1.5281
O -0.0571 -3.1969 -2.4109
H -0.2684 -2.3147 -2.5525
H 0.0716 -3.4782 -3.3218
O 0.0425 0.0111 -4.1549
H 0.5745 0.6795 -4.4554
H -0.3754 0.5069 -3.4496
O 3.6573 1.3126 1.4558
H 4.5185 1.1104 1.7021
H 3.3330 0.5669 0.8933
O -5.0103 -0.9261 -0.2844
H -5.0938 -0.8062 -1.2498
H -5.7711 -1.4709 -0.0634
*
```

The value obtained for the HOMO energy is -10.73 eV.

---

Most stable = model B

---

Model A:
12 unconnected molecules or ions with the total composition H24O12. Source: the Open Molecules 2025 dataset; level of theory: ωB97M-V with the def2-TZVPD basis set.

Structure (ORCA input):
```
! RIJCOSX wB97M-V def2-TZVPD def2/J DEFGRID3
* xyz 0 1
O -0.0205 0.2875 -0.3515
H 0.4783 -0.4831 0.1841
H 0.6659 0.3557 -1.1293
O -2.2494 1.9851 -0.5712
H -2.8018 1.3748 -0.0746
H -1.4580 1.5333 -0.7697
O 2.2933 -2.1123 0.4792
H 2.0225 -3.1102 0.4598
H 2.7205 -1.9930 -0.3656
O -0.1110 -1.6403 -3.2333
H 0.7175 -2.1568 -3.1837
H 0.1634 -0.7334 -3.6140
O -2.6594 -1.7419 -1.0934
H -2.8154 -2.7294 -1.1151
H -1.9625 -1.3070 -1.6551
O 0.0393 -2.2053 2.8387
H 0.9258 -2.1196 3.1661
H -0.0306 -1.1608 2.7694
O 0.9697 0.6233 -3.8178
H 0.0634 0.9672 -3.5024
H 0.9177 0.7600 -4.7356
O -0.6934 2.9103 1.6182
H -0.8673 2.7400 0.7054
H -1.4026 2.9507 2.2664
O 0.2173 0.6309 2.7422
H 0.1405 1.0233 3.7035
H -0.0448 1.4147 2.2906
O -2.4295 -1.7328 1.4425
H -1.5041 -1.7926 1.7760
H -2.4141 -1.8938 0.5246
O 3.0074 -0.0099 2.1809
H 2.1723 0.1679 2.6563
H 2.8157 -0.8226 1.6551
O 1.2399 3.0366 -1.6370
H 0.9640 2.9740 -0.7291
H 0.9300 4.0093 -1.8807
*
```

The value obtained for the HOMO energy is -9.96 eV.

---

Model B:
12 unconnected molecules or ions with the total composition H24O12. Source: the Open Molecules 2025 dataset; level of theory: ωB97M-V with the def2-TZVPD basis set.

Structure (ORCA input):
```
! RIJCOSX wB97M-V def2-TZVPD def2/J DEFGRID3
* xyz 0 1
O -3.0962 -1.8540 1.9328
H -2.8929 -0.9561 1.5793
H -2.6220 -2.4890 1.3898
O 0.1888 -4.2731 -2.5069
H 0.4232 -3.4641 -2.0403
H -0.6918 -4.1949 -2.8967
O 3.0298 1.3367 1.6744
H 3.5135 1.5782 0.8786
H 3.5854 0.8464 2.2902
O 1.0954 2.3138 3.0226
H 1.2154 1.3763 3.1676
H 1.8554 2.7444 2.6443
O 2.1121 1.2303 -2.1939
H 1.6606 2.0674 -2.5078
H 2.9269 1.4597 -1.7435
O -2.3442 1.5803 -1.6808
H -1.6243 0.9338 -1.5452
H -2.4389 1.6047 -2.6373
O 0.0032 -0.1377 -1.4139
H 0.7152 0.5122 -1.6487
H 0.2657 -0.5200 -0.5611
O 0.1745 -0.9497 4.3385
H -0.5275 -0.7866 3.6935
H -0.1762 -0.5071 5.1204
O 0.2333 0.5448 -4.2508
H 1.1471 0.2162 -4.4123
H 0.4706 0.5416 -3.3224
O -0.0574 2.6853 -2.2856
H -0.1071 2.6753 -3.2579
H -0.8125 3.2716 -2.1404
O 0.7831 -4.1039 2.9129
H 0.4326 -4.3038 2.0275
H 0.1517 -3.3628 2.9863
O -2.4585 0.7320 1.2531
H -3.2682 0.8372 1.7844
H -2.8658 0.8144 0.3491
*
```

The value obtained for the HOMO energy is -10.68 eV.

---

Model C:
12 unconnected molecules or ions with the total composition H24O12. Source: the Open Molecules 2025 dataset; level of theory: ωB97M-V with the def2-TZVPD basis set.

Structure (ORCA input):
```
! RIJCOSX wB97M-V def2-TZVPD def2/J DEFGRID3
* xyz 0 1
O 4.4798 -0.2321 1.0656
H 3.5704 -0.0664 1.3623
H 4.8948 -0.7087 1.7897
O -2.5988 -0.8226 -0.4170
H -2.0423 -1.4649 -0.8806
H -3.4945 -1.0585 -0.6788
O -2.2101 2.1856 -0.3608
H -2.6691 2.6300 0.3582
H -2.2093 1.2504 -0.0919
O 1.8864 0.2984 2.2497
H 1.9661 0.3523 3.2066
H 1.2963 1.0401 1.9693
O 0.7148 2.7746 -0.8209
H 1.0888 1.8945 -0.9412
H -0.1411 2.7296 -1.2651
O 2.0589 -0.6459 -2.7082
H 1.5126 -0.6741 -1.9133
H 1.5489 -1.1234 -3.3706
O -1.2759 0.5311 -2.6288
H -0.8485 0.1370 -1.8616
H -1.9435 1.1145 -2.2441
O -1.4013 -3.2917 -2.0412
H -0.6026 -3.3692 -1.5009
H -1.9710 -4.0242 -1.7838
O 0.4590 2.5782 1.5127
H 0.4426 3.2994 2.1525
H 0.6771 2.9832 0.6498
O -1.7350 0.9637 2.4591
H -1.2304 0.1851 2.2015
H -1.2773 1.6888 2.0090
O 0.2227 -0.2542 -0.0822
H 0.9734 -0.0807 0.4905
H 0.0399 -1.2052 0.0150
O 0.0518 -3.0095 0.3795
H -0.5523 -3.7594 0.4265
H 0.3190 -2.8457 1.2936
*
```

The value obtained for the HOMO energy is -10.65 eV.

---

Most stable = model C